1.
9 unconnected molecules or ions with the total composition C52H43Cl16OS, computed with ωB97M-V/def2-TZVPD.

Summary:
orbital gap	7.829	eV
E	-9843.58091	Ha
lowest unoccupied orbital energy	-2.7179	eV

Geometry as ORCA input:
```
! RIJCOSX wB97M-V def2-TZVPD def2/J DEFGRID3
* xyz 1 1
C 3.30 0.24 -0.94
C 3.09 1.33 -1.98
O 1.72 1.58 -2.30
C 0.94 2.05 -1.24
C -0.10 0.97 -0.86
S -0.54 0.92 0.90
H 4.31 0.30 -0.55
H 2.61 0.33 -0.09
H 3.17 -0.75 -1.37
H 3.54 1.02 -2.92
H 3.59 2.26 -1.69
H 0.41 2.95 -1.55
H 1.55 2.31 -0.37
H 0.31 -0.02 -1.11
H -1.05 1.11 -1.37
H 0.04 2.08 1.33
H 0.44 0.11 1.35
Cl 4.57 -0.97 -7.73
C 3.84 0.55 -7.33
C 3.95 1.65 -8.17
Cl 4.83 1.54 -9.66
C 3.36 2.85 -7.82
C 2.65 2.96 -6.63
C 2.54 1.86 -5.79
C 3.13 0.66 -6.14
H 3.46 3.69 -8.49
H 2.20 3.90 -6.37
H 1.99 1.94 -4.86
H 3.05 -0.21 -5.50
Cl -0.18 1.84 4.09
C -1.02 3.36 3.95
C -0.51 4.38 3.15
Cl 0.98 4.18 2.28
C -1.18 5.59 3.04
C -2.37 5.77 3.74
C -2.87 4.76 4.54
C -2.20 3.55 4.65
H -0.77 6.37 2.41
H -2.89 6.71 3.66
H -3.79 4.90 5.08
H -2.58 2.75 5.27
Cl 5.39 2.37 1.26
C 6.98 1.76 0.94
C 8.00 2.62 0.56
Cl 7.74 4.32 0.42
C 9.27 2.11 0.30
C 9.51 0.75 0.41
C 8.49 -0.11 0.79
C 7.22 0.40 1.04
H 10.05 2.79 0.01
H 10.50 0.38 0.19
H 8.65 -1.17 0.88
H 6.42 -0.25 1.34
Cl -0.98 5.16 -0.88
C -2.67 4.94 -1.17
C -3.42 4.06 -0.39
Cl -2.67 3.16 0.90
C -4.77 3.89 -0.62
C -5.38 4.59 -1.64
C -4.64 5.47 -2.42
C -3.29 5.64 -2.19
H -5.31 3.20 0.01
H -6.44 4.46 -1.83
H -5.12 6.02 -3.22
H -2.70 6.33 -2.79
Cl -5.34 -1.57 2.62
C -5.39 -1.25 0.92
C -5.78 -0.01 0.44
Cl -6.22 1.26 1.53
C -5.81 0.22 -0.93
C -5.47 -0.78 -1.81
C -5.09 -2.03 -1.34
C -5.05 -2.26 0.03
H -6.13 1.19 -1.30
H -5.52 -0.60 -2.88
H -4.83 -2.83 -2.02
H -4.76 -3.23 0.42
Cl -6.18 -7.23 6.92
C -4.90 -6.24 6.32
C -3.57 -6.49 6.66
Cl -3.16 -7.81 7.70
C -2.57 -5.68 6.16
C -2.87 -4.62 5.33
C -4.20 -4.37 4.98
C -5.20 -5.18 5.48
H -1.54 -5.89 6.44
H -2.08 -3.99 4.95
H -4.45 -3.54 4.33
H -6.24 -5.00 5.22
Cl 8.84 -4.06 1.90
C 10.44 -4.66 1.60
C 11.46 -3.79 1.24
Cl 11.17 -2.09 1.07
C 12.74 -4.29 1.00
C 12.99 -5.64 1.14
C 11.96 -6.50 1.50
C 10.69 -6.01 1.74
H 13.52 -3.60 0.72
H 13.98 -6.02 0.95
H 12.15 -7.56 1.61
H 9.88 -6.67 2.02
Cl -7.82 -3.14 -2.94
C -9.34 -2.67 -2.27
C -9.78 -1.35 -2.34
Cl -8.82 -0.13 -3.11
C -11.00 -0.99 -1.79
C -11.79 -1.95 -1.17
C -11.35 -3.27 -1.10
C -10.13 -3.63 -1.65
H -11.33 0.04 -1.85
H -12.74 -1.67 -0.74
H -11.96 -4.02 -0.63
H -9.78 -4.65 -1.61
*
```

=====

2.
A molecular structure, C22H41Cl3N3O5PbSi at a distorted geometry, computed with ωB97M-V/def2-TZVPD.

Summary:
orbital gap	7.186	eV
E	-3266.50743	Ha
relative energy (zero: lowest compared OMol25 entry of this formula, charge and spin)	0.0	kJ/mol
lowest unoccupied orbital energy	2.3054	eV

Geometry as ORCA input:
```
! RIJCOSX wB97M-V def2-TZVPD def2/J DEFGRID3
* xyz -1 1
C -1.81 -2.07 -4.30
C -1.49 -2.28 -2.83
H -2.02 -3.01 -4.83
H -0.94 -1.62 -4.81
H -2.69 -1.43 -4.43
C -0.97 -3.48 -2.46
C -0.66 -4.59 -3.42
H -0.79 -3.72 -1.41
H 0.18 -4.34 -4.09
H -1.51 -4.85 -4.06
H -0.37 -5.51 -2.89
Pb 2.40 1.95 1.20
Cl -0.38 2.13 1.50
Cl 3.87 3.59 -0.22
H 1.42 5.85 4.39
H -1.80 6.18 3.16
C 1.27 5.49 3.36
C -1.06 5.73 2.47
N -0.08 4.97 3.22
H 2.01 4.72 3.13
C -0.42 3.86 3.90
O 0.36 3.17 4.57
H -1.59 5.08 1.76
H -1.47 3.56 3.76
H 1.37 6.34 2.68
H -0.54 6.53 1.93
H 2.66 -1.97 -2.44
H 1.87 -3.71 -0.99
C 3.53 -1.75 -1.82
C 2.80 -3.60 -0.42
N 3.25 -2.23 -0.48
H 3.66 -0.67 -1.76
C 3.80 -1.65 0.64
O 4.50 -0.64 0.67
H 2.62 -3.89 0.62
H 3.54 -2.19 1.57
H 4.42 -2.21 -2.25
H 3.55 -4.26 -0.88
O -1.05 0.03 -2.04
C -1.85 -1.15 -1.85
C -0.44 -1.78 0.17
C -1.71 -1.70 -0.42
H 0.38 -1.21 -0.27
C -0.21 -2.67 1.23
H -2.89 -0.87 -2.08
C -2.79 -2.26 0.28
H 0.79 -2.82 1.62
C -1.26 -3.40 1.80
C -2.55 -3.14 1.35
H -3.81 -2.09 -0.08
H -1.10 -4.15 2.59
H -3.38 -3.64 1.84
Si -1.48 1.49 -2.63
Cl 2.35 0.59 -0.78
C 0.16 2.46 -2.89
C -2.21 2.58 -1.27
C -2.03 1.39 -4.39
H 0.61 2.81 -1.96
H -0.02 3.34 -3.52
H 0.92 1.83 -3.39
H -1.37 0.75 -4.99
H -1.99 2.42 -4.80
H -3.05 1.01 -4.54
H -2.63 1.99 -0.45
H -2.98 3.29 -1.63
H -1.41 3.20 -0.82
N -0.06 0.35 4.83
C 0.01 -0.54 3.64
C 1.51 -0.54 3.30
O 2.27 -0.41 4.29
O 1.84 -0.63 2.08
H 0.82 0.15 5.35
H -0.89 0.16 5.37
H -0.04 1.36 4.56
H -0.32 -1.54 3.92
H -0.60 -0.15 2.83
*
```